1.
Computed, not measured: 12 unconnected molecules or ions with the total composition C19H62N16O12 in a non-equilibrium geometry, with ωB97M-V with the def2-TZVPD basis set.

## Properties
Calculated total energy   -2540.19597 hartree
Net charge   0
LUMO   -0.129 eV
Multiplicity   1
Frontier orbital gap   9.1 eV
HOMO energy   -9.246 eV

Element x y z (Å)
N 3.76979 6.47673 1.72383
C 3.32569 6.10828 0.59671
N 2.26025 5.41009 0.77255
O 3.80133 6.49584 -0.41710
H 4.11289 7.42014 1.83495
H 3.43005 5.94028 2.50925
H 1.74275 5.15507 1.60155
H 1.85959 5.06247 -0.08694
N 3.78808 -1.82760 3.24630
C 4.79120 -2.58659 3.29891
N 4.58399 -3.76940 2.85438
O 5.84559 -2.22097 3.79019
H 3.03247 -2.31249 2.78366
H 3.79847 -0.83708 3.44342
H 3.62504 -4.03030 2.67428
H 5.35250 -4.37994 3.09263
N 6.44344 3.65211 3.17879
C 6.03494 2.44014 3.38189
N 6.99677 1.63820 3.81262
O 4.87312 2.07148 3.24346
H 7.33681 3.68596 2.70886
H 5.72261 4.16255 2.68893
H 7.87272 2.09867 4.01457
H 6.69960 0.71759 4.10292
N -0.12023 0.47168 0.75953
C -0.68557 1.04685 -0.20611
N -1.55285 0.26137 -0.82136
O -0.53636 2.19727 -0.48999
H -0.50131 -0.38446 1.13621
H 0.46435 0.97088 1.41465
H -2.10243 0.60017 -1.59807
H -1.67408 -0.69827 -0.53067
N -0.36197 4.51796 5.91468
C 0.72046 4.05747 5.31158
N 0.93650 2.78196 5.45804
O 1.43528 4.80240 4.69324
H -0.93333 3.77640 6.29382
H -0.69472 5.44123 5.67608
H 1.84662 2.47514 5.14551
H 0.39522 2.12994 6.00756
N 0.26885 -3.81369 5.52778
C -0.41751 -3.37551 4.56769
N -1.61020 -3.02577 4.89704
O 0.06690 -3.14704 3.50098
H 1.27745 -3.79272 5.57651
H -0.32018 -4.00040 6.32672
H -2.11063 -2.43211 4.25111
H -1.92340 -3.15537 5.84847
N 0.72435 -4.93731 -2.54175
C 0.04074 -5.04211 -1.42612
N 0.73273 -5.44114 -0.43481
O -1.17829 -4.73669 -1.48348
H 1.68209 -5.25362 -2.59448
H 0.19500 -4.74208 -3.37947
H 0.19806 -5.63238 0.40045
H 1.64327 -5.81965 -0.65333
N -5.62946 3.71110 -4.21885
C -4.52580 3.03965 -3.84877
N -3.68390 3.85777 -3.28770
O -4.29289 1.88392 -3.99344
H -6.44144 3.13224 -4.37927
H -5.66411 4.68580 -3.95640
H -2.89120 3.47817 -2.79008
H -4.12143 4.72646 -3.01556
C 0.11301 1.65561 -6.48344
C -0.62446 0.33627 -6.87190
C -0.20778 -0.85744 -6.05335
O -1.96713 0.61655 -6.91506
H 1.18435 1.63745 -6.68345
H -0.00174 1.92105 -5.43251
H -0.16026 2.51666 -7.09337
H -0.35052 0.24734 -7.92316
H 0.87272 -1.00057 -6.04247
H -0.53619 -1.79815 -6.49530
H -0.52557 -0.80827 -5.01186
H -2.31780 0.82287 -6.04554
C -5.21079 -2.95465 -2.84139
C -5.82421 -4.22793 -2.29110
C -5.54841 -5.41788 -3.24312
O -5.14877 -4.69643 -1.04323
H -5.71667 -2.73080 -3.78057
H -4.12730 -3.03378 -2.93035
H -5.51185 -2.09426 -2.24374
H -6.87382 -4.03568 -2.06869
H -5.82397 -5.31175 -4.29236
H -6.02199 -6.27398 -2.76256
H -4.47441 -5.59622 -3.29623
H -4.19593 -4.67596 -1.15842
C 3.83561 1.22804 -1.49406
C 4.49030 -0.08731 -1.31587
C 3.47143 -1.24546 -1.38921
O 5.52034 -0.28475 -2.24968
H 4.59016 2.01169 -1.56215
H 3.09527 1.33069 -0.70067
H 3.37494 1.16920 -2.48016
H 5.01361 -0.06954 -0.35987
H 2.81133 -1.15519 -2.25189
H 2.90514 -1.24096 -0.45788
H 4.03704 -2.17720 -1.39433
H 5.98910 0.55096 -2.30850
C -5.92370 0.38783 1.72754
C -5.07654 0.85635 2.88282
O -5.06768 -0.13693 3.87821
H -5.82667 1.11302 0.91959
H -6.93983 0.47433 2.11236
H -5.70762 -0.63574 1.42139
H -5.34550 1.81386 3.32887
H -4.00414 0.91900 2.69812
H -5.99733 -0.24868 4.09001

Force components x, y, z for each atom (eV/Å):
3.3 1.9 6.8
-0.3 0.9 -1.2
-5.0 -4.1 -2.3
1.0 0.7 -4.0
0.3 -0.5 0.1
0.2 0.8 0.4
0.6 0.4 0.1
-0.1 -0.3 0.2
-5.7 3.0 -0.9
4.6 1.9 2.4
0.0 -4.6 -1.6
1.8 0.1 0.4
-0.8 1.5 0.1
0.1 -0.3 -0.2
0.6 -0.8 0.0
-0.6 -0.6 -0.3
0.8 4.3 -1.6
-2.3 -3.3 0.7
1.0 -1.1 0.4
-0.5 -0.1 0.0
0.0 0.5 0.1
0.2 0.5 -0.1
0.0 -0.9 0.4
0.6 0.0 0.0
3.6 -3.4 6.2
-2.4 1.7 -2.5
-2.2 -1.9 -1.9
0.7 3.1 -1.1
0.3 0.1 -0.1
-0.1 0.2 -0.4
0.2 0.0 0.2
-0.1 0.2 -0.4
-2.1 0.0 1.3
-0.1 2.2 -0.4
1.5 -3.9 0.1
1.7 1.0 -1.4
-0.7 0.9 0.1
-0.1 -0.4 0.2
-0.2 -0.1 0.0
0.1 0.4 -0.1
2.8 -3.1 5.8
0.9 1.9 -3.0
-5.1 1.1 0.7
1.2 0.6 -3.9
-0.5 -0.2 -0.2
1.3 -0.2 0.6
-0.2 -0.4 0.3
-0.4 0.4 -0.5
1.8 0.2 -2.9
-5.2 2.0 -3.3
1.6 -1.4 4.1
1.2 -0.5 1.3
-0.3 0.2 -0.4
0.3 0.0 0.2
0.6 -0.2 0.1
-0.3 -0.1 0.9
-1.7 -0.2 -0.9
-0.6 0.2 -0.2
2.4 2.6 1.8
0.0 -3.2 -0.7
-0.1 0.6 -0.1
-0.8 -0.4 -0.3
-0.1 0.3 0.0
1.1 0.0 0.5
0.7 -0.2 0.1
2.0 2.2 -0.4
0.4 -0.7 -0.1
-1.9 -0.4 -0.1
0.3 -0.6 0.2
-0.2 0.0 0.1
-0.8 -0.2 0.0
0.1 -0.7 -0.1
0.2 0.5 0.0
-0.6 0.1 0.0
-0.2 0.1 0.0
0.0 0.0 0.3
-0.9 0.3 0.4
2.4 -1.2 0.1
-0.5 0.3 0.3
-1.6 1.1 -0.4
0.4 -0.2 -0.4
-0.1 0.1 -0.2
0.5 0.0 0.4
0.1 -0.5 0.2
-0.6 0.2 0.1
0.1 -0.2 -0.4
0.1 0.1 0.4
0.2 0.1 -0.3
-0.3 -0.1 -0.8
0.1 -0.9 0.9
1.1 0.4 0.6
0.3 -0.3 -1.1
-0.2 0.3 0.5
0.0 0.6 -0.2
-0.5 0.4 0.0
-0.4 -0.4 0.6
0.1 -0.1 0.0
-0.3 0.1 -0.1
-0.1 -0.1 -0.3
0.2 0.0 -0.2
-0.1 1.2 0.3
1.7 -0.5 0.1
-0.6 -0.5 1.0
-0.1 -0.3 -0.3
-0.4 -0.3 -0.4
0.1 0.2 0.0
-0.5 0.2 -0.3
0.0 0.3 -0.8
-0.1 -0.4 0.4

Atom charges from the Löwdin analysis, given in e for atoms 1 to 99: 0.158 -0.875 0.181 0.067 0.127 0.106 0.114 0.119 0.195 -0.859 0.173 0.014 0.104 0.126 0.111 0.129 0.160 -0.782 0.169 0.005 0.114 0.106 0.110 0.111 0.178 -0.842 0.170 0.039 0.115 0.127 0.109 0.106 0.158 -0.798 0.169 0.031 0.101 0.120 0.119 0.111 0.178 -0.872 0.178 0.034 0.134 0.114 0.127 0.114 0.152 -0.771 0.183 -0.027 0.105 0.120 0.132 0.119 0.150 -0.793 0.163 0.056 0.114 0.097 0.120 0.102 -0.059 -0.525 -0.056 -0.032 0.068 0.072 0.072 0.134 0.076 0.074 0.078 0.086 -0.071 -0.424 -0.069 -0.092 0.080 0.083 0.071 0.131 0.072 0.075 0.074 0.060 -0.060 -0.543 -0.040 -0.046 0.084 0.086 0.088 0.130 0.078 0.066 0.072



2.
Computed, not measured: 16 unconnected molecules or ions with the total composition C19H66F3N30O17 in a non-equilibrium geometry, with ωB97M-V with the def2-TZVPD basis set.

## Properties
Calculated total energy   -3985.66200 hartree
Net charge   -1
LUMO   1.708 eV
Multiplicity   1
Energy relative to the best compared isomer or geometry (same formula, charge and spin)   0.243 eV
Frontier orbital gap   8.8 eV
HOMO energy   -7.052 eV

Element x y z (Å)
C 0.74182 -0.60730 0.54686
O -0.23992 -0.06412 -0.30396
O 0.19091 -1.23204 1.60214
C 1.61212 -1.52029 -0.35586
F 2.36652 -2.38580 0.36252
F 0.91008 -2.38143 -1.17106
F 2.47357 -0.88595 -1.14987
C -1.00095 1.06327 0.10933
C -2.08414 1.30454 -0.91364
H -2.71181 2.06739 -0.43755
H -1.74461 1.62099 -1.90103
H -2.77801 0.47757 -1.08362
H -0.40519 1.97513 0.15694
H -1.44582 0.85559 1.08529
H 1.37971 0.22730 0.90753
C 5.20406 -0.38979 -4.47855
O 5.51319 0.72920 -4.85012
N 5.77506 -1.57347 -4.95030
N 4.30786 -0.61773 -3.47648
H 6.34392 -1.51605 -5.77984
H 5.09075 -2.31440 -5.04671
H 3.96713 -1.55184 -3.27881
H 3.96162 0.18670 -2.96645
C -1.52342 5.87376 -4.93453
O -1.48176 5.44124 -6.06233
N -1.60377 7.24756 -4.73357
N -1.58786 5.14411 -3.79550
H -1.54060 7.80999 -5.56215
H -1.92554 7.71826 -3.91485
H -1.28589 4.18205 -3.86547
H -1.65007 5.51800 -2.86435
C 0.02753 -0.01891 4.95285
O 0.13586 0.17909 6.15743
N 0.27608 0.86193 3.95107
N -0.19725 -1.31541 4.48952
H 0.08534 0.47897 3.03372
H 0.39904 1.81941 4.25262
H -0.65370 -1.85291 5.20254
H -0.18964 -1.43474 3.48284
C 0.32125 4.06354 2.95673
O 0.43286 3.89201 4.16626
N 1.09552 4.94638 2.24973
N -0.63980 3.40292 2.23220
H 0.91438 5.06662 1.27185
H 1.86077 5.38113 2.72574
H -0.92932 3.77971 1.34734
H -1.24842 2.89598 2.86344
C -0.45279 -1.36989 -4.45593
O -1.23343 -0.99610 -5.32146
N 0.67088 -2.12481 -4.72824
N -0.56031 -0.96808 -3.14474
H 1.07511 -2.10810 -5.64422
H 1.29659 -2.38190 -3.98270
H -1.35664 -0.40119 -2.92547
H -0.00056 -1.48028 -2.48146
C -5.09612 4.96060 0.34554
O -3.95223 5.00035 0.77201
N -5.92286 6.06931 0.25231
N -5.56647 3.82334 -0.25175
H -6.78690 5.85289 -0.22280
H -5.53525 6.92953 -0.08949
H -6.55021 3.77404 -0.46310
H -5.14983 2.95562 0.06367
C 4.28736 -4.10616 -2.40485
O 3.73083 -3.36267 -3.21970
N 3.55374 -4.59372 -1.35259
N 5.62639 -4.33196 -2.42857
H 2.85663 -3.91061 -1.08863
H 3.83062 -5.18806 -0.59199
H 5.98350 -5.11306 -1.90914
H 6.10548 -3.96397 -3.23422
C -5.95669 0.31235 1.16931
O -5.50775 0.84546 0.16080
N -7.01851 0.85195 1.83932
N -5.42698 -0.79032 1.78870
H -7.25958 1.79202 1.58516
H -7.41598 0.42756 2.65391
H -5.83785 -1.16649 2.62195
H -4.93933 -1.41083 1.14391
C 1.42871 3.19754 -3.31149
O 0.68156 3.16194 -4.27556
N 1.94800 4.40537 -2.88025
N 1.76080 2.15166 -2.50980
H 1.53861 5.23549 -3.26668
H 2.59291 4.50580 -2.12053
H 2.54730 2.28453 -1.89689
H 1.37194 1.23792 -2.66990
C 0.42685 -5.01199 3.50912
O 1.62078 -4.82990 3.30570
N -0.51698 -4.38704 2.74588
N -0.04547 -5.76818 4.54214
H -0.17600 -3.60560 2.20057
H -1.49118 -4.42821 2.98183
H -1.00764 -5.83189 4.81036
H 0.63251 -6.27526 5.07901
C 4.08391 -0.82256 3.89320
O 5.11378 -0.94267 4.54408
N 3.59154 -1.77072 3.03775
N 3.46110 0.39792 3.77203
H 2.66885 -1.62267 2.66064
H 4.03177 -2.66565 2.96532
H 2.52888 0.42893 3.39388
H 3.82309 1.20834 4.23214
C -3.29303 1.89351 3.56459
O -2.87352 2.53366 4.51877
N -4.04520 2.39661 2.53275
N -2.88322 0.59887 3.34811
H -4.31674 1.83478 1.73701
H -4.44646 3.31173 2.62270
H -3.27082 0.06010 2.59339
H -2.33373 0.21434 4.09832
C 5.11398 0.89069 -0.68654
O 4.25458 1.30181 -1.45140
N 5.18143 -0.41549 -0.25942
N 5.96953 1.70521 -0.00174
H 5.66373 -0.55253 0.61093
H 4.88216 -1.21731 -0.77663
H 5.85703 2.67847 -0.22595
H 6.60330 1.44923 0.72830
C -3.03983 -2.76024 0.61351
O -4.07048 -3.42830 0.53384
N -2.35732 -2.29420 -0.46872
N -2.57810 -2.17856 1.75025
H -1.57365 -1.70156 -0.23007
H -2.47864 -2.57350 -1.42364
H -3.09441 -2.29342 2.60358
H -1.67818 -1.70277 1.83853
C -1.19688 -5.84807 -1.23069
O -2.28735 -5.32288 -1.12282
N -0.07644 -5.11608 -0.87382
N -0.94683 -7.10938 -1.71970
H -0.33147 -4.34361 -0.27864
H 0.80910 -5.55473 -0.69193
H -0.03700 -7.50297 -1.59604
H -1.75147 -7.58142 -2.08486

Force components x, y, z for each atom (eV/Å):
-0.8 0.6 1.8
0.2 -0.2 -1.5
0.3 -0.5 -0.2
0.2 -1.2 -0.1
0.0 0.3 0.5
-0.1 0.6 0.4
-0.3 0.5 -0.2
0.0 -0.6 -0.4
-0.9 0.1 0.3
0.0 0.3 -0.5
0.3 0.3 0.2
0.3 -0.3 0.3
0.4 -0.2 0.2
0.1 0.1 0.1
0.5 -0.1 -0.5
-0.4 0.5 0.7
0.4 -0.4 -0.1
0.0 -0.8 -0.4
0.0 0.1 -0.3
-0.1 0.5 0.0
0.1 -0.1 0.2
0.2 0.3 0.0
0.0 -0.2 -0.2
-0.8 1.2 0.2
0.5 -0.5 -0.1
0.4 0.4 -0.3
0.1 -1.0 0.3
-0.1 -0.1 -0.1
0.0 -0.2 0.4
0.0 0.0 -0.2
0.1 0.3 -0.3
1.2 -1.4 0.6
-0.5 0.6 -0.4
0.0 -0.4 0.7
-0.2 1.4 0.3
0.0 0.8 -0.3
-0.1 0.3 -0.6
0.1 -0.7 -0.4
-0.2 -0.7 0.1
-0.6 0.3 0.4
0.6 -0.1 -0.5
-0.4 -0.4 0.1
0.9 0.2 0.7
0.4 0.2 -0.1
0.0 0.1 -0.1
-0.5 -0.2 0.1
-0.4 0.2 -0.5
0.0 1.0 -0.6
0.3 -0.4 0.3
-0.1 -0.4 0.5
0.5 -0.8 -0.9
-0.3 0.1 -0.2
0.1 0.1 0.0
0.0 -0.2 0.4
-0.6 0.6 0.3
1.6 0.2 -1.0
-0.4 0.3 0.3
-0.9 -0.4 0.0
-0.6 -0.1 0.6
0.0 0.3 0.0
0.5 0.1 0.3
0.1 -0.2 -0.1
-0.1 -0.1 -0.3
-0.4 0.8 0.2
0.4 -0.6 0.2
-0.7 0.2 -0.1
-0.4 -0.3 -0.1
-0.3 -0.4 -0.1
0.7 0.1 -0.1
0.3 0.1 -0.1
0.2 -0.2 0.0
-0.5 -0.1 1.1
0.2 -0.2 0.1
-0.1 0.2 -0.4
0.4 0.3 -1.5
-0.2 0.0 0.1
0.0 0.1 0.1
-0.1 -0.2 -0.1
-0.1 -0.3 0.5
-0.4 0.2 0.3
-0.1 -0.3 0.2
0.1 0.2 -0.1
-0.1 0.5 -0.1
0.1 -0.1 -0.2
0.0 -0.2 0.1
0.0 -0.6 0.1
0.1 0.0 -0.2
0.3 1.1 -0.1
-0.1 -0.6 0.0
0.1 -0.2 -0.1
0.2 -0.5 0.1
-0.2 0.1 0.0
0.0 0.1 -0.1
-0.1 0.1 -0.2
0.0 0.1 0.0
1.1 0.9 -0.7
-0.1 -0.4 0.1
-0.3 0.6 0.3
-0.5 -0.6 -0.4
0.0 -0.4 -0.1
-0.2 -0.2 0.3
-0.1 0.3 0.2
0.0 -0.2 0.4
0.8 -0.4 -0.4
-0.7 0.1 -0.3
-0.3 0.0 0.2
-0.3 0.6 0.3
0.2 0.1 0.3
0.3 0.1 0.0
0.1 -0.3 0.2
0.0 -0.3 -0.3
-0.8 -1.2 1.4
0.7 0.6 -0.3
0.7 0.5 0.3
-0.3 1.0 -0.8
0.1 -0.4 -0.1
-0.3 0.2 -0.2
0.1 0.0 0.2
0.0 -0.3 -0.1
-1.0 0.6 -1.7
0.3 0.2 0.7
0.8 0.2 0.5
0.2 0.1 1.6
0.1 0.1 -0.5
-0.3 -0.5 0.2
-0.1 -0.3 -0.1
0.1 -0.1 -0.5
0.6 0.7 0.4
-0.3 -0.8 -0.5
-0.2 -0.3 0.0
-0.5 1.0 0.2
0.2 0.1 0.0
0.0 0.0 0.0
-0.1 -0.4 -0.3
0.2 -0.4 0.0

Atom charges from the Löwdin analysis, given in e for atoms 1 to 99: -0.459 -0.135 -0.213 -0.493 0.103 0.076 0.139 -0.250 -0.059 0.064 0.074 0.067 0.098 0.093 0.158 -0.661 0.025 0.120 0.163 0.085 0.068 0.035 0.054 -0.692 0.045 0.120 0.159 0.086 0.072 0.081 0.094 -0.690 0.016 0.168 0.146 0.064 0.076 0.092 0.027 -0.656 0.016 0.153 0.176 0.086 0.097 0.095 0.068 -0.653 0.015 0.155 0.174 0.095 0.063 0.080 0.047 -0.671 0.014 0.136 0.167 0.080 0.095 0.092 0.048 -0.633 -0.014 0.165 0.175 0.063 0.101 0.099 0.098 -0.672 0.009 0.161 0.177 0.095 0.095 0.106 0.081 -0.661 0.021 0.139 0.181 0.086 0.080 0.055 0.091 -0.685 0.005 0.164 0.148 0.068 0.085 0.088 0.097 -0.672 -0.008 0.168 0.156



Look up the multiplicity of the second one. 1



Which formula does entry 2 have? C19H66F3N30O17



Number 2 is which compound? C19H66F3N30O17